{
  "formula": "C10H10N4O2",
  "method": "ωB97M-V/def2-TZVPD",
  "symbols": ["O", "C", "O", "C", "C", "N", "N", "N", "C", "C", "C", "C", "C", "C", "C", "N", "H", "H", "H", "H", "H", "H", "H", "H", "H", "H"],
  "positions_angstrom": [[-2.32003, -1.55807, 1.59775], [-2.76072, -1.15570, 0.52413], [-2.80585, -1.73369, -0.64832], [-3.61252, 0.00576, 0.27075], [-3.03820, 0.96734, -0.60290], [-1.68741, 1.11858, -0.18249], [-1.12839, 2.36210, 0.05252], [0.09158, 2.16897, 0.27188], [0.45075, 0.84002, -0.05920], [1.61625, 0.36795, -0.10604], [1.92559, -1.21125, -0.57935], [3.17854, -1.51859, -0.38020], [4.22196, -0.90969, -0.03706], [3.98147, 0.36902, 0.67761], [2.83732, 0.82437, 0.55926], [-0.75294, 0.50429, -0.49070], [-2.40311, -2.68060, -0.57743], [-4.67932, 0.16748, -0.09123], [-3.51290, 0.70024, 1.38428], [-3.45331, 2.15578, -0.63243], [-3.12071, 0.61112, -1.45260], [0.93773, -1.47483, -0.70358], [3.25373, -2.62007, -0.86621], [5.18178, -1.30112, 0.24526], [4.99547, 1.06137, 0.88390], [2.60323, 1.93923, 0.94241]],
  "atomic_forces_ev_per_a": [[-0.439, 0.743, -2.712], [-1.406, -1.431, 2.383], [2.044, -4.780, -0.989], [-3.154, 5.710, 6.834], [1.181, 7.412, 5.196], [-2.076, 8.340, -0.309], [-1.280, 2.837, 3.341], [1.647, 1.674, 0.205], [-11.892, 7.958, -0.101], [12.932, -10.177, -0.069], [-3.932, 9.970, 2.571], [-2.835, -10.299, -5.272], [5.465, 6.173, 5.809], [10.927, -3.461, -2.262], [-11.521, 8.823, -0.166], [7.023, -15.054, -3.221], [-0.696, 2.200, -0.290], [0.730, -2.181, 1.111], [-0.911, -2.384, -2.738], [0.710, -3.548, 0.453], [0.032, -2.826, -8.799], [-1.233, -2.486, -1.087], [0.707, 1.861, 1.422], [0.284, -0.705, -0.968], [-3.138, -2.027, 0.142], [0.830, -2.342, -0.485]],
  "lowdin_charge": [0.108, -0.586, 0.107, -0.129, -0.190, -0.172, 0.067, 0.096, -0.306, -0.073, 0.069, -0.250, -0.096, -0.116, -0.127, 0.112, 0.195, 0.161, 0.213, 0.215, 0.038, 0.065, 0.163, 0.105, 0.179, 0.153],
  "relative_energy_kcal_mol": 251.8,
  "smiles": "O=C(O)CCn1nnc(-c2ccccc2)n1",
  "energy_ev": -20575.703,
  "lumo_energy_ev": -0.54
}